# C6H27NO7

7 unconnected molecules or ions with the total composition C6H27NO7 in a non-equilibrium geometry (ωB97M-V/def2-TZVPD, the Open Molecules 2025 dataset).

```
41
Properties=species:S:1:pos:R:3:mulliken_charge:R:1
C 2.5375 -1.3250 1.0752 -1.057
C 1.2389 -0.4797 1.1630 0.374
C 0.6499 -0.1279 -0.2298 -0.823
N 0.1782 1.2295 -0.4853 0.209
C 1.2248 2.2058 -0.8390 -1.325
C -0.8175 1.8428 0.4895 -0.624
C -0.1991 2.5011 1.7829 -0.249
O 0.3442 3.7971 1.4995 -0.538
H 3.4907 -0.9356 0.5993 0.208
H 3.0166 -1.5497 2.0971 0.360
H 2.3619 -2.2978 0.6245 0.283
H 1.2814 0.3787 1.8290 -0.140
H 0.5766 -1.0933 1.7710 0.174
H -0.2835 -0.6860 -0.3732 0.188
H 1.3294 -0.4190 -1.0309 0.626
H 0.6987 3.1619 -0.9577 0.554
H 1.6759 1.9403 -1.7891 0.250
H 2.0360 2.2797 -0.1104 0.483
H -1.3291 0.9085 0.8189 0.163
H -1.4328 2.5638 -0.0190 0.498
H -1.0766 2.8560 2.2863 0.376
H 0.5612 2.0257 2.3979 0.237
H 0.5143 3.9660 0.5820 0.251
O 0.9695 -3.7722 -1.7040 -0.672
H 1.3776 -3.2013 -1.0450 0.317
H 0.2994 -4.2539 -1.2085 0.321
O -2.1258 0.2322 -2.9334 -0.633
H -1.9667 0.6865 -3.7672 0.266
H -1.3338 0.3071 -2.3859 0.340
O -2.1472 -2.7820 1.0794 -0.602
H -3.1176 -2.7182 1.0578 0.334
H -1.9952 -2.1586 1.7997 0.295
O 4.3936 0.9530 -0.5580 -0.687
H 4.0985 0.6790 -1.4371 0.304
H 4.1683 0.1184 -0.1010 0.033
O -3.4585 -1.9892 -1.6322 -0.574
H -2.9717 -2.7083 -2.0139 0.264
H -3.6462 -1.1267 -2.0128 0.293
O -3.6071 -0.5713 1.4792 -0.666
H -3.6136 -0.7579 0.5324 0.323
H -3.9010 0.3204 1.6690 0.267
```

Computed properties:
Total energy   -826.1334 a.u.
Energy above the lowest of the compared OMol25 structures with the same formula, charge and spin   329.4 kJ/mol
Molecular weight   225.3 g mol⁻¹
Multiplicity   1
Frontier orbital gap   9.0 eV

# C6H27NO9

9 unconnected molecules or ions with the total composition C6H27NO9 in a non-equilibrium geometry (ωB97M-V/def2-TZVPD, the Open Molecules 2025 dataset).

```
43
Properties=species:S:1:pos:R:3:mulliken_charge:R:1
C 2.8991 -0.0733 1.2552 -0.858
C 2.9158 1.2445 1.1170 -0.341
C 1.8649 1.8252 0.2336 0.335
C 0.7316 2.4174 1.1523 0.218
C -0.3902 3.1194 0.3568 -1.349
N 0.1588 1.1361 1.8093 0.304
C 0.6032 0.7392 3.0783 -0.268
O -0.0931 -0.1159 3.6561 -0.667
H 2.1470 -0.7126 0.7649 0.081
H 3.5498 -0.6488 1.7372 0.409
H 3.5176 1.9661 1.6425 0.370
H 1.5200 1.0493 -0.5862 -0.399
H 2.4544 2.6194 -0.3635 0.449
H 1.0539 3.1241 2.0117 0.339
H -1.1604 2.4215 -0.1660 -0.075
H -0.9327 3.6556 1.1197 0.429
H 0.0670 3.6040 -0.4363 0.479
H -0.6195 0.6357 1.3305 0.005
H 1.3904 1.1056 3.5371 0.623
O -3.3769 1.5292 1.2946 -0.614
H -3.0610 2.2357 0.7431 0.304
H -3.0582 0.6917 1.0324 0.318
O -0.1360 -2.7397 2.0893 -0.689
H 0.5363 -2.8946 2.6721 0.291
H -0.4869 -1.8665 2.3557 0.302
O -2.4116 -0.3389 -0.5375 -0.843
H -3.2073 -0.8762 -0.3326 0.315
H -1.7412 -1.0880 -0.5458 0.476
O 1.4510 0.8449 -2.7355 -0.619
H 0.9329 0.0325 -2.8549 0.248
H 1.5390 1.2331 -3.6229 0.276
O -1.0014 -2.4742 -3.0519 -0.810
H -1.9792 -2.5549 -3.2742 0.326
H -0.8055 -1.5567 -2.9032 0.454
O 1.8399 -2.1925 -3.1929 -0.641
H 1.7048 -1.6938 -3.9914 0.306
H 1.1860 -2.9710 -3.2343 0.322
O -1.5207 -0.0068 -3.0482 -0.782
H -0.9478 0.8096 -2.8202 0.336
H -1.8760 -0.1664 -2.1735 0.570
O -1.3434 -2.7273 -0.2869 -0.681
H -0.7023 -2.9732 0.3239 0.318
H -1.1427 -2.9972 -1.2871 0.431
```

Computed properties:
Total energy   -976.6357 a.u.
Energy above the lowest of the compared OMol25 structures with the same formula, charge and spin   257.3 kJ/mol
Molecular weight   257.3 g mol⁻¹
Multiplicity   1
Frontier orbital gap   9.5 eV

# C6H28N2O6

7 unconnected molecules or ions with the total composition C6H28N2O6 in a non-equilibrium geometry (ωB97M-V/def2-TZVPD, the Open Molecules 2025 dataset).

```
42
Properties=species:S:1:pos:R:3:mulliken_charge:R:1
C -0.2164 2.0448 2.4393 -1.084
C -0.0707 0.4994 2.5829 0.374
C 1.3424 0.0456 2.3900 -0.864
C 2.0641 0.5361 1.0796 -1.252
C 1.6064 -0.2092 -0.1591 0.534
N 2.3421 -1.4523 -0.3162 -0.237
C 2.1384 -2.2328 -1.4814 -0.782
N 1.2532 -3.3987 -1.4222 -0.512
H -0.3093 2.2781 1.3818 0.022
H -1.2048 2.3528 2.7946 0.285
H 0.5925 2.4991 3.0024 0.420
H -0.4602 0.1349 3.5265 0.410
H -0.6966 0.0804 1.7900 -0.293
H 1.4332 -1.0497 2.2461 0.317
H 2.1233 -0.0695 3.1504 0.376
H 1.7604 1.5820 1.0388 0.418
H 3.1335 0.6353 1.2512 0.477
H 1.8885 0.4028 -1.0245 -0.032
H 0.5176 -0.2716 -0.1164 0.005
H 2.4261 -1.9138 0.5563 0.254
H 1.9414 -1.6742 -2.3979 0.400
H 3.0607 -2.7264 -1.7842 0.347
H 0.2686 -3.3011 -1.3054 0.243
H 1.5050 -4.0089 -0.6562 0.253
O -2.8700 2.0111 0.7500 -0.651
H -3.8195 2.1835 0.8309 0.277
H -2.7594 1.6933 1.6638 0.298
O 0.5190 1.3902 -3.1317 -0.623
H 1.4820 1.4301 -3.1521 0.317
H 0.3096 2.0097 -2.4125 0.342
O -1.1651 2.9281 -1.2901 -0.597
H -1.8414 3.3495 -1.8186 0.257
H -1.4788 2.7714 -0.3917 0.330
O -1.3782 -1.1929 -2.5847 -0.547
H -1.7075 -1.2757 -3.4811 0.247
H -0.4348 -1.0240 -2.5482 0.324
O -1.1629 -2.0566 0.3945 -0.599
H -2.1047 -1.8285 0.2546 0.462
H -0.9527 -2.4004 -0.4754 0.064
O -3.2616 -0.5670 -0.2419 -0.781
H -2.9218 0.2329 0.1950 0.487
H -2.8917 -0.4378 -1.1270 0.312
```

Computed properties:
Total energy   -806.2980 a.u.
Energy above the lowest of the compared OMol25 structures with the same formula, charge and spin   233.6 kJ/mol
Molecular weight   224.3 g mol⁻¹
Multiplicity   1
Frontier orbital gap   8.3 eV

# C6H28O8

8 unconnected molecules or ions with the total composition C6H28O8 in a non-equilibrium geometry (ωB97M-V/def2-TZVPD, the Open Molecules 2025 dataset).

```
42
Properties=species:S:1:pos:R:3:mulliken_charge:R:1
C 1.2903 -1.6011 3.1751 -1.238
C -0.2008 -1.4292 3.5211 0.864
C -0.6425 -1.9911 4.8867 -1.323
O -0.4524 -0.0143 3.4950 -0.635
H 1.4283 -2.6408 2.8616 0.336
H 2.0759 -1.3803 3.8930 0.339
H 1.4402 -1.0281 2.2569 0.253
H -0.7233 -1.9165 2.6929 0.055
H -1.7080 -2.1842 4.6942 0.377
H -0.5505 -1.2496 5.6717 0.312
H -0.2780 -3.0029 5.0500 0.366
H -1.3736 0.1129 3.7606 0.316
C 1.2934 3.1635 -3.4624 -1.504
C 0.9970 2.7079 -2.0385 0.909
C 1.4330 3.7329 -0.9757 -1.234
O -0.4186 2.4476 -1.9365 -0.624
H 0.9156 2.5299 -4.2679 0.320
H 2.2876 3.5534 -3.6523 0.375
H 0.5898 4.0041 -3.5861 0.354
H 1.4483 1.7192 -1.8894 0.223
H 2.0958 4.5366 -1.2976 0.378
H 1.9541 3.1251 -0.2346 0.285
H 0.5685 4.2397 -0.5501 0.276
H -0.4745 1.9533 -1.1053 0.240
O -1.2281 -0.2701 -2.9092 -0.614
H -0.8441 -0.8794 -3.5648 0.307
H -0.8924 0.6081 -3.1502 0.242
O -2.9916 -1.2018 -0.9023 -0.674
H -2.2495 -1.2020 -1.5354 0.366
H -3.7729 -1.0663 -1.4458 0.284
O 0.3053 -1.1482 -0.6828 -0.451
H 0.4468 -0.5923 0.0948 0.322
H -0.0292 -0.5364 -1.3517 0.247
O 0.5232 -2.3015 -3.6324 -0.601
H 0.6336 -2.9567 -4.3307 0.278
H 1.0717 -2.6157 -2.9024 0.294
O -1.2185 -3.3168 0.5331 -0.654
H -0.3735 -2.9014 0.3151 0.288
H -1.8818 -2.6877 0.2103 0.354
O 0.0546 1.2126 1.0973 -0.576
H -0.6978 1.7875 1.2672 0.259
H 0.1486 0.6804 1.9273 0.309
```

Computed properties:
Total energy   -847.3085 a.u.
Energy above the lowest of the compared OMol25 structures with the same formula, charge and spin   108.8 kJ/mol
Molecular weight   228.3 g mol⁻¹
Multiplicity   1
Frontier orbital gap   10.8 eV

# C6H28O9

10 unconnected molecules or ions with the total composition C6H28O9 in a non-equilibrium geometry (ωB97M-V/def2-TZVPD, the Open Molecules 2025 dataset).

```
43
Properties=species:S:1:pos:R:3:mulliken_charge:R:1
C 2.4544 -2.3175 1.3400 -0.741
C 1.1997 -1.9703 1.6503 -0.097
C 0.5377 -0.6110 1.3421 0.674
C 0.5690 0.4818 2.4254 1.149
C -0.2900 1.3514 2.9055 -1.213
C 1.9391 0.7444 2.8992 -1.368
H 2.8971 -1.5299 0.7255 0.279
H 3.1631 -3.0380 1.8172 0.295
H 0.5682 -2.6121 2.2925 0.301
H -0.5625 -0.7035 1.0175 -0.122
H 1.1747 -0.2053 0.4964 -0.338
H -0.1440 1.9624 3.6643 0.452
H -1.3137 1.4686 2.4526 -0.031
H 2.1766 1.5213 3.7564 0.346
H 2.3870 1.3698 2.0970 0.215
H 2.5214 -0.1786 3.0902 0.299
O -2.9876 -0.9637 2.2114 -0.561
H -2.9937 -0.0399 2.1221 0.350
H -3.7634 -1.3161 2.6392 0.248
O -3.1110 -2.4206 -1.2832 -0.665
H -2.6623 -2.0844 -0.4562 0.361
H -2.5398 -2.0790 -2.0767 0.293
O 1.3260 -3.4799 -2.5724 -0.721
H 0.5968 -3.0616 -3.1095 0.341
H 0.9207 -3.7566 -1.7702 0.340
O -0.4504 -0.8573 -4.3421 -0.607
H -1.1971 -0.5034 -3.8687 0.297
H 0.0478 -0.0241 -4.5986 0.316
O -2.0505 2.4592 -2.1986 -0.620
H -1.6150 2.1604 -3.0559 0.283
H -1.3649 3.0086 -1.7969 0.383
O 0.1451 4.1382 -1.0068 -0.640
H 0.1377 4.2248 -0.0827 0.298
H 0.7427 3.6127 -1.3773 0.321
O 1.8381 1.6759 -2.1245 -0.653
H 2.6390 2.3396 -2.2184 0.321
H 2.1710 1.0360 -1.4602 0.337
O -3.3229 1.3248 1.2161 -0.599
H -4.1933 1.4500 1.1320 0.238
H -2.7322 1.4647 0.4856 0.294
O 1.9920 -1.1688 -1.2756 -0.588
H 1.1432 -0.8018 -1.3980 0.208
H 2.0064 -2.0711 -1.7062 0.322
```

Computed properties:
Total energy   -922.4103 a.u.
Energy above the lowest of the compared OMol25 structures with the same formula, charge and spin   456.3 kJ/mol
Molecular weight   244.3 g mol⁻¹
Multiplicity   1
Frontier orbital gap   9.0 eV

# C6H29F2NO11S

10 unconnected molecules or ions with the total composition C6H29F2NO11S in a non-equilibrium geometry (ωB97M-V/def2-TZVPD, the Open Molecules 2025 dataset).

```
50
Properties=species:S:1:pos:R:3:mulliken_charge:R:1
C -1.7471 -0.8364 0.8586 -0.786
C -2.0339 -0.9609 -0.4455 -0.437
C -1.2815 -0.2085 -1.5332 -0.909
N -0.0768 0.4818 -0.9885 0.285
C 0.1240 1.8267 -1.6107 -0.879
C -0.3232 2.9643 -0.6893 0.474
C -1.5658 2.6613 0.1511 -1.314
F 0.6946 3.3228 0.1764 -0.359
S 1.2516 -0.4966 -1.3771 0.943
O 2.4257 -0.1337 -0.5979 -0.507
O 0.9468 -1.9197 -1.1607 -0.716
F 1.6321 -0.2984 -2.9356 -0.289
H -2.4858 -1.0182 1.6443 0.322
H -0.7821 -0.4881 1.2197 0.382
H -2.8171 -1.6602 -0.7336 0.318
H -1.9373 0.5302 -2.0094 0.542
H -1.0276 -0.9162 -2.3397 0.660
H 1.2088 1.9507 -1.7486 0.530
H -0.3501 1.9122 -2.5966 0.266
H -0.5329 3.8411 -1.3151 0.447
H -1.6957 3.4094 0.9421 0.446
H -1.4379 1.6971 0.6538 0.098
H -2.4786 2.6718 -0.4555 0.323
O -1.0159 -3.9121 -0.2007 -0.563
H -0.2952 -3.2894 -0.3765 0.418
H -0.5836 -4.7755 -0.1664 0.308
O 3.3264 -3.4047 0.3153 -0.635
H 3.7345 -4.0340 -0.2849 0.288
H 2.7297 -2.8888 -0.2457 0.360
O -0.8050 -6.8848 -0.2329 -0.609
H -1.2420 -7.4844 0.3780 0.293
H -0.8698 -7.3238 -1.0859 0.299
O -1.4066 1.9388 -4.3632 -0.575
H -0.9930 1.3017 -4.9555 0.287
H -1.9939 2.4453 -4.9331 0.256
O -3.7572 -2.6352 2.6105 -0.598
H -4.1636 -3.2187 3.2588 0.285
H -3.8444 -3.1177 1.7816 0.296
O 4.0958 1.4275 1.9333 -0.623
H 3.6938 0.8316 2.5719 0.304
H 4.0272 0.9515 1.0985 0.306
O 5.4348 3.8667 3.6566 -0.615
H 5.1635 4.0652 4.5566 0.309
H 4.8966 3.1061 3.4067 0.323
O -0.9355 -1.3191 3.5130 -0.576
H -1.8197 -1.6949 3.6092 0.315
H -0.6333 -1.1840 4.4162 0.275
O 0.6074 6.3439 -1.5054 -0.646
H 0.7335 5.5672 -0.9481 0.360
H 0.2055 6.9890 -0.9166 0.318
```

Computed properties:
Total energy   -1726.2434 a.u.
Molecular weight   361.4 g mol⁻¹
Multiplicity   1
Frontier orbital gap   9.2 eV

> Which value of frontier orbital gap does entry 5 give?

9.0 eV

> total energy of number 5 (C6H28O9)?

-922.4103 a.u.

> total energy of number 4 (C6H28O8)?

-847.3085 a.u.

Please write out number 1 again, unchanged.
# C6H27NO7

7 unconnected molecules or ions with the total composition C6H27NO7 in a non-equilibrium geometry (ωB97M-V/def2-TZVPD, the Open Molecules 2025 dataset).

```
41
Properties=species:S:1:pos:R:3:mulliken_charge:R:1
C 2.5375 -1.3250 1.0752 -1.057
C 1.2389 -0.4797 1.1630 0.374
C 0.6499 -0.1279 -0.2298 -0.823
N 0.1782 1.2295 -0.4853 0.209
C 1.2248 2.2058 -0.8390 -1.325
C -0.8175 1.8428 0.4895 -0.624
C -0.1991 2.5011 1.7829 -0.249
O 0.3442 3.7971 1.4995 -0.538
H 3.4907 -0.9356 0.5993 0.208
H 3.0166 -1.5497 2.0971 0.360
H 2.3619 -2.2978 0.6245 0.283
H 1.2814 0.3787 1.8290 -0.140
H 0.5766 -1.0933 1.7710 0.174
H -0.2835 -0.6860 -0.3732 0.188
H 1.3294 -0.4190 -1.0309 0.626
H 0.6987 3.1619 -0.9577 0.554
H 1.6759 1.9403 -1.7891 0.250
H 2.0360 2.2797 -0.1104 0.483
H -1.3291 0.9085 0.8189 0.163
H -1.4328 2.5638 -0.0190 0.498
H -1.0766 2.8560 2.2863 0.376
H 0.5612 2.0257 2.3979 0.237
H 0.5143 3.9660 0.5820 0.251
O 0.9695 -3.7722 -1.7040 -0.672
H 1.3776 -3.2013 -1.0450 0.317
H 0.2994 -4.2539 -1.2085 0.321
O -2.1258 0.2322 -2.9334 -0.633
H -1.9667 0.6865 -3.7672 0.266
H -1.3338 0.3071 -2.3859 0.340
O -2.1472 -2.7820 1.0794 -0.602
H -3.1176 -2.7182 1.0578 0.334
H -1.9952 -2.1586 1.7997 0.295
O 4.3936 0.9530 -0.5580 -0.687
H 4.0985 0.6790 -1.4371 0.304
H 4.1683 0.1184 -0.1010 0.033
O -3.4585 -1.9892 -1.6322 -0.574
H -2.9717 -2.7083 -2.0139 0.264
H -3.6462 -1.1267 -2.0128 0.293
O -3.6071 -0.5713 1.4792 -0.666
H -3.6136 -0.7579 0.5324 0.323
H -3.9010 0.3204 1.6690 0.267
```

Computed properties:
Total energy   -826.1334 a.u.
Energy above the lowest of the compared OMol25 structures with the same formula, charge and spin   329.4 kJ/mol
Molecular weight   225.3 g mol⁻¹
Multiplicity   1
Frontier orbital gap   9.0 eV